The following is a DFT calculation (ωB97M-V/def2-TZVPD) of a 10-piece molecular cluster, C45H93N11O14S overall in a non-equilibrium geometry.

XYZ file:
```
164
Properties=species:S:1:pos:R:3:forces:R:3
C -1.120 0.669 0.232 -0.198 -0.287 0.333
O -0.886 0.502 1.621 -0.068 0.061 -0.074
C -1.628 1.410 2.430 0.096 -0.373 0.007
C -2.759 0.718 3.222 0.612 0.255 -0.671
C -3.255 -0.587 2.609 0.068 -0.196 0.138
C -2.579 -1.813 3.231 -0.353 0.141 -0.638
C -3.215 -3.112 2.722 0.374 0.218 -0.241
C -2.520 -3.770 1.535 -0.916 -1.648 0.432
O -2.620 -5.232 1.780 0.708 0.492 0.367
C -2.479 -5.803 0.580 -0.667 0.612 -0.163
O -1.905 -6.802 0.333 0.280 -1.162 -0.122
O -3.110 -5.044 -0.345 0.447 0.366 -0.227
C -3.232 -3.703 0.185 0.081 0.229 -0.124
C -2.632 -2.657 -0.771 -0.197 -0.822 -0.199
C -1.676 -3.299 -1.789 -0.286 0.325 0.051
C -0.926 -2.292 -2.682 0.021 -0.879 0.232
C 0.598 -2.433 -2.737 0.038 0.779 0.104
C 1.402 -1.688 -1.648 0.290 -0.379 -0.011
C 2.221 -2.575 -0.703 -0.050 0.435 -0.189
C 1.357 -3.567 0.060 0.119 0.077 -0.533
S 1.987 -4.009 1.693 -0.065 -0.189 0.188
C 3.615 -4.452 1.266 0.444 -0.467 -0.218
N 4.087 -5.427 0.555 -0.267 0.058 0.053
N 5.468 -5.295 0.537 0.073 0.986 0.452
C 5.734 -4.236 1.249 -1.032 -1.135 -0.436
O 4.615 -3.678 1.752 0.557 0.534 0.179
H -0.690 -0.199 -0.257 0.093 0.095 -0.096
H -0.683 1.589 -0.147 0.061 0.068 -0.043
H -2.194 0.656 0.020 -0.089 0.127 -0.113
H -2.033 2.215 1.817 0.058 0.071 -0.160
H -0.912 1.844 3.127 -0.013 0.193 0.042
H -3.575 1.430 3.291 -0.111 0.023 0.291
H -2.379 0.518 4.219 -0.260 -0.012 0.236
H -4.338 -0.660 2.716 -0.076 -0.054 0.167
H -3.044 -0.641 1.540 -0.104 0.235 -0.122
H -2.637 -1.756 4.315 0.046 -0.006 0.108
H -1.538 -1.763 2.910 0.225 -0.096 0.353
H -3.244 -3.878 3.492 0.057 0.011 0.156
H -4.244 -2.917 2.422 -0.164 -0.031 0.155
H -1.445 -3.608 1.465 0.045 0.528 -0.003
H -4.299 -3.570 0.351 -0.068 0.302 0.016
H -2.140 -1.892 -0.172 -0.049 0.199 -0.063
H -3.447 -2.229 -1.351 0.029 0.463 0.125
H -1.010 -4.012 -1.307 0.198 0.043 0.036
H -2.322 -3.893 -2.431 0.109 -0.285 -0.030
H -1.209 -1.260 -2.466 0.075 -0.180 0.472
H -1.276 -2.474 -3.701 -0.084 -0.113 0.035
H 0.894 -1.991 -3.686 0.145 -0.144 -0.200
H 0.906 -3.477 -2.797 -0.102 -0.137 0.022
H 0.786 -1.027 -1.043 -0.124 -0.022 -0.090
H 2.127 -1.050 -2.151 -0.004 0.198 0.047
H 2.984 -3.085 -1.293 0.038 -0.235 0.098
H 2.738 -1.901 -0.021 0.030 -0.039 0.144
H 0.383 -3.118 0.246 -0.072 0.045 0.263
H 1.187 -4.460 -0.537 -0.034 -0.187 0.135
H 6.691 -3.797 1.460 0.038 0.054 0.169
C -5.063 1.189 6.469 -0.051 -0.112 -0.033
O -4.681 0.654 5.446 -0.150 -0.015 0.135
N -4.360 2.107 7.157 0.026 0.114 0.146
C -4.866 2.710 8.370 0.149 0.010 -0.144
C -3.047 2.502 6.655 -0.326 -0.007 -0.211
H -6.040 0.958 6.929 0.014 0.015 0.004
H -4.949 3.792 8.253 -0.029 0.008 0.067
H -4.195 2.500 9.208 -0.047 0.030 0.046
H -5.849 2.307 8.603 -0.010 -0.017 -0.010
H -3.146 2.930 5.656 0.029 0.042 0.022
H -2.393 1.641 6.597 0.126 -0.010 -0.016
H -2.614 3.243 7.324 -0.011 -0.001 0.030
C -0.237 4.564 -1.228 -0.094 -0.143 -0.093
O -0.268 3.820 -0.267 -0.017 0.153 0.186
N 0.480 4.326 -2.339 0.141 0.213 -0.008
C 0.435 5.206 -3.488 -0.014 -0.322 0.021
C 1.307 3.130 -2.385 -0.131 -0.027 0.102
H -0.820 5.501 -1.275 0.013 -0.005 -0.019
H 0.069 4.639 -4.346 -0.005 0.219 -0.151
H 1.422 5.613 -3.717 0.000 -0.006 -0.002
H -0.249 6.027 -3.290 -0.045 0.010 -0.048
H 0.689 2.241 -2.252 0.034 -0.036 -0.015
H 2.047 3.151 -1.585 0.007 -0.056 -0.002
H 1.812 3.079 -3.347 -0.009 0.032 -0.028
C -3.087 4.638 -4.061 0.172 -0.046 -0.126
O -3.016 5.368 -5.035 -0.008 0.042 0.039
N -3.957 4.774 -3.049 -0.031 -0.095 0.272
C -3.956 3.846 -1.932 -0.046 0.119 -0.070
C -4.926 5.866 -3.068 0.210 -0.145 -0.148
H -2.414 3.771 -3.931 -0.039 -0.006 0.084
H -4.924 3.345 -1.858 0.011 -0.036 0.047
H -3.765 4.378 -0.997 0.006 -0.056 0.033
H -3.183 3.092 -2.073 0.002 -0.012 -0.021
H -5.560 5.783 -3.951 -0.042 0.057 0.016
H -4.421 6.830 -3.106 -0.098 -0.021 -0.056
H -5.540 5.809 -2.172 -0.002 -0.040 0.010
C 8.927 -2.874 -1.261 -0.033 0.104 -0.004
O 9.537 -1.939 -1.743 0.013 -0.018 0.018
N 9.280 -4.166 -1.362 -0.067 -0.085 0.085
C 8.492 -5.221 -0.747 0.389 0.105 -0.155
C 10.480 -4.505 -2.107 -0.051 0.137 0.020
H 7.997 -2.733 -0.682 -0.016 -0.027 -0.016
H 9.106 -5.766 -0.026 -0.082 -0.084 0.006
H 8.135 -5.911 -1.512 -0.106 -0.073 0.101
H 7.637 -4.796 -0.232 0.076 -0.086 -0.189
H 11.349 -4.018 -1.664 0.030 -0.019 -0.032
H 10.392 -4.164 -3.139 0.041 -0.016 -0.013
H 10.621 -5.583 -2.092 -0.025 -0.016 0.016
C 0.336 -4.900 -5.181 -0.107 0.050 0.045
O 1.059 -4.002 -5.571 0.018 0.022 -0.114
N 0.660 -6.205 -5.190 -0.069 -0.073 0.030
C -0.248 -7.227 -4.705 0.174 0.006 -0.055
C 1.964 -6.592 -5.699 -0.029 0.136 0.008
H -0.672 -4.708 -4.772 0.000 -0.039 0.009
H 0.204 -7.772 -3.873 -0.061 -0.022 0.019
H -0.483 -7.934 -5.503 -0.043 -0.020 0.034
H -1.171 -6.768 -4.358 -0.001 0.024 0.014
H 2.752 -6.115 -5.117 0.033 -0.023 -0.021
H 2.072 -6.276 -6.737 0.041 -0.018 -0.002
H 2.069 -7.672 -5.636 -0.028 -0.012 0.017
C 4.575 0.980 0.490 -0.059 0.049 -0.047
O 3.567 0.321 0.327 0.000 -0.054 -0.040
N 5.810 0.460 0.634 0.203 0.095 0.056
C 6.985 1.291 0.813 -0.040 -0.186 -0.037
C 5.964 -0.984 0.603 -0.160 0.236 -0.116
H 4.561 2.082 0.528 0.016 -0.006 0.020
H 7.698 1.119 0.004 0.035 0.040 0.022
H 7.470 1.062 1.764 0.036 0.056 -0.004
H 6.697 2.340 0.811 -0.030 0.009 0.001
H 5.602 -1.371 -0.353 0.023 -0.105 0.036
H 5.380 -1.438 1.399 -0.027 -0.025 0.028
H 7.016 -1.232 0.720 0.022 0.056 0.009
C -1.012 0.903 8.926 -0.016 0.059 -0.090
O -0.731 0.745 7.755 0.125 -0.104 0.110
N -0.781 0.000 9.895 -0.011 -0.026 0.166
C -1.140 0.240 11.278 0.082 -0.141 -0.127
C -0.150 -1.259 9.530 -0.032 0.100 -0.091
H -1.495 1.825 9.300 -0.001 -0.015 0.012
H -0.252 0.203 11.912 -0.033 0.025 0.056
H -1.849 -0.515 11.623 -0.013 0.032 0.058
H -1.598 1.222 11.376 -0.002 0.016 -0.019
H 0.827 -1.074 9.084 0.008 -0.043 -0.009
H -0.760 -1.787 8.797 0.028 -0.033 -0.006
H -0.034 -1.875 10.418 -0.013 0.016 0.029
C -1.724 0.087 -4.306 0.391 0.021 -0.559
O -2.025 0.845 -3.399 -0.106 0.110 0.200
N -2.182 0.190 -5.567 -0.120 0.035 0.004
C -1.783 -0.728 -6.615 -0.088 0.115 0.067
C -3.106 1.272 -5.869 0.136 -0.054 0.224
H -1.030 -0.759 -4.161 -0.168 0.631 -0.456
H -1.289 -0.187 -7.424 0.021 -0.058 -0.028
H -2.656 -1.245 -7.018 0.023 -0.036 -0.041
H -1.091 -1.467 -6.215 0.056 -0.023 0.019
H -2.627 2.223 -5.637 -0.125 0.093 -0.114
H -3.997 1.180 -5.248 -0.048 0.075 -0.041
H -3.386 1.245 -6.918 0.051 -0.038 -0.025
C -3.569 9.854 -3.136 -0.042 0.007 -0.098
O -4.287 8.965 -3.550 -0.038 0.151 0.053
N -2.400 9.644 -2.501 0.108 0.086 0.094
C -1.565 10.730 -2.029 -0.012 -0.210 -0.005
C -1.973 8.270 -2.294 -0.087 0.023 -0.106
H -3.816 10.922 -3.255 0.015 -0.004 0.012
H -0.584 10.690 -2.506 0.018 0.062 0.022
H -1.433 10.664 -0.947 0.030 0.063 0.004
H -2.032 11.683 -2.267 -0.024 0.003 -0.014
H -1.878 7.760 -3.254 -0.022 -0.051 0.021
H -2.711 7.731 -1.697 0.038 -0.037 0.018
H -1.016 8.264 -1.776 0.011 0.037 0.007
```
Positions in Å, forces in eV/Å.

calculated total energy	-3824.25823	hartree
max |F|	1.93	eV Å⁻¹
structure (SMILES)	COCCCCC[C@H]1OC(=O)O[C@@H]1CCCCCCCSc1nnco1.CN(C)C=O.CN(C)C=O.CN(C)C=O.CN(C)C=O.CN(C)C=O.CN(C)C=O.CN(C)C=O.CN(C)C=O.CN(C)C=O
charge	0
gap between HOMO and LUMO	0.337	Ha
E_LUMO	0.0194	Ha